The following is a quantum chemistry calculation of a structure of composition C30H33As2CrN7O, from the OMol25 dataset.

```
74
Properties=species:S:1:pos:R:3
C -3.597 4.100 -3.350
C -2.836 -0.154 -1.357
H 5.988 -2.687 3.020
H -1.510 -5.252 -1.290
C -1.535 1.632 -0.594
C -1.914 -1.668 -5.445
C 2.746 -0.267 0.261
C -0.411 -1.318 -3.577
C -3.246 1.984 -2.313
H 2.335 0.585 -0.264
H 2.708 -2.150 -3.219
C 6.093 -1.658 1.224
As 1.030 -0.304 -2.707
C -2.223 2.512 -1.529
C 2.329 -2.238 1.366
N -1.859 0.260 -0.595
H 1.755 2.016 -3.312
C 0.647 0.456 4.508
C -0.928 -0.924 -4.808
N 6.563 -2.405 2.248
C 4.106 -0.407 0.438
C -0.258 -1.945 3.610
C -2.574 4.648 -2.573
H 3.992 -3.345 2.112
N -0.667 2.110 0.231
As -0.309 -2.994 -1.217
H 7.563 -2.481 2.346
C 0.161 0.273 3.226
H -3.149 -3.421 -5.360
C 3.676 -2.446 1.600
H -4.290 0.215 -2.706
H 0.983 1.433 4.831
H -2.292 -4.134 -3.175
H -0.560 -0.028 -5.291
H 1.625 -3.902 -2.560
N -0.284 -0.915 2.772
H 1.068 -5.097 -1.381
N -0.200 1.108 1.067
H 0.025 1.850 -3.632
H -0.646 -2.885 3.235
C 1.304 -4.045 -1.530
H 3.460 -0.558 -3.356
C 0.214 -1.853 4.915
H -0.091 2.417 2.651
N -3.546 0.624 -2.160
H 0.193 -2.723 5.557
H 4.802 0.318 0.040
H -3.092 -1.206 -1.357
N 1.861 -1.173 0.707
O 6.789 -1.126 0.390
H -4.129 4.723 -4.056
C -1.902 -3.231 -3.626
C 4.588 -1.515 1.122
C -2.395 -2.828 -4.859
C -0.925 -2.480 -2.978
H 1.218 1.185 -4.780
C -3.940 2.769 -3.225
H -1.308 -4.655 0.364
C -0.011 1.394 2.291
H 1.055 -0.524 6.377
H -2.294 -1.347 -6.406
H 1.593 -2.958 1.705
H -2.320 5.693 -2.680
H -4.736 2.342 -3.823
C -1.564 -4.369 -0.655
H 2.418 -1.158 -4.665
Cr -0.232 -0.828 0.284
H -1.104 4.273 -1.052
C 2.565 -1.136 -3.587
H -2.581 -3.979 -0.666
C 0.993 1.359 -3.729
C -1.894 3.864 -1.666
C 0.683 -0.635 5.368
H 2.105 -3.750 -0.857
```

Calculated values
energy relative to the best compared isomer or geometry (same formula, charge and spin): 0.0 kcal/mol
total energy: -7137.1367 hartree
net charge: +2
multiplicity: 5

Mulliken population analysis, charges in e, atoms 1 to 6: atom 1 (C): -0.458, atom 2 (C): -0.706, atom 3 (H): 0.179, atom 4 (H): 0.476, atom 5 (C): 0.331, atom 6 (C): -0.835


The following is a quantum chemistry calculation of a structure of composition C30H33AsMgN3O4PS2Te, from the OMol25 dataset.

```
76
Properties=species:S:1:pos:R:3
H 4.851 0.914 1.135
N 2.710 1.410 -1.759
C -1.156 -4.616 -2.454
C 4.960 1.616 1.960
H 4.052 1.038 -3.281
H -2.201 -2.759 -2.643
H -2.512 -2.638 4.518
C -4.409 -1.846 -1.051
C 1.238 1.660 5.449
H 5.066 2.614 1.545
C -1.192 -2.926 -0.745
H -3.074 -0.358 5.289
H -0.910 -1.121 -5.655
C -0.052 -0.769 -5.099
C -5.650 -1.590 -1.613
C 2.020 0.188 -3.624
H 2.027 2.296 5.052
H 1.416 -1.429 -6.522
H -5.158 1.618 -2.578
C 1.237 -0.937 -5.576
H 5.866 1.372 2.517
N 0.774 0.344 -3.160
C 3.369 6.167 -0.901
O 0.423 1.077 3.251
H 0.094 -0.082 4.876
C -0.352 -5.409 -1.648
C 2.931 3.440 -0.997
H -2.935 1.160 -1.587
H 1.756 -0.118 4.300
H -6.408 -2.362 -1.620
C -0.231 -0.130 -3.881
C 0.042 -4.956 -0.398
As -1.714 -1.151 -0.243
N 3.569 2.320 -1.167
C -2.471 -1.806 3.828
Mg 0.730 1.300 -1.023
C -0.370 -3.712 0.055
H -2.954 1.546 3.714
C 3.065 0.877 -2.853
C 2.296 -0.451 -4.826
C 0.902 0.542 4.487
H -1.218 0.002 -3.453
H 3.921 6.964 -0.404
C -3.702 0.394 -1.594
H 2.302 6.344 -0.799
O 2.581 1.998 2.217
C -2.728 0.544 3.376
H 3.622 0.499 3.212
O 0.469 1.821 0.904
H 1.569 1.246 6.402
C -2.048 -0.950 1.630
C -2.101 -2.024 2.510
H -2.280 1.175 1.378
O -0.716 -0.019 -0.904
H 3.897 2.169 3.761
H -1.869 -3.029 2.181
S 1.328 3.806 -1.545
H -0.016 -3.338 1.008
C -5.917 -0.344 -2.164
C 3.769 1.532 2.883
H -0.024 -6.378 -1.999
C -4.947 0.646 -2.152
S 3.850 4.642 -0.071
C -2.360 0.334 2.057
H -4.204 -2.819 -0.618
H 3.318 -0.552 -5.162
H 0.686 -5.564 0.223
Te 2.005 -1.085 1.288
P 1.303 1.090 1.917
C -2.787 -0.525 4.259
H 0.362 2.283 5.628
H -1.457 -4.962 -3.434
H 3.644 6.142 -1.953
H -6.886 -0.146 -2.604
C -1.577 -3.374 -2.005
C -3.435 -0.853 -1.045
```

Calculated values
energy relative to the best compared isomer or geometry (same formula, charge and spin): 0.0 kcal/mol
total energy: -5470.0199 hartree
net charge: 0

Mulliken population analysis, charges in e, atoms 1 to 6: atom 1 (H): 0.238, atom 2 (N): 0.467, atom 3 (C): -0.856, atom 4 (C): -1.187, atom 5 (H): 0.387, atom 6 (H): 0.445


Look up the total energy of the second one.
-5470.0199 hartree


energy relative to the best compared isomer or geometry (same formula, charge and spin) of number 1 (C30H33As2CrN7O)?
0.0 kcal/mol


The lowest net charge belongs to which entry?
C30H33AsMgN3O4PS2Te